Computed, not measured: C32H35FN4O2S in the gas phase, with ωB97M-V/def2-TZVPD.

* E_tot: -2107.9859 a.u.
* highest occupied orbital energy: -7.9 eV
* Kohn-Sham gap: 0.29798 hartree
* molar mass: 558.72 g/mol
* relative energy (zero: lowest compared OMol25 entry of this formula, charge and spin): 6.22 kcal/mol

Geometry as ORCA input:
```
! RIJCOSX wB97M-V def2-TZVPD def2/J DEFGRID3
* xyz 0 1
H -3.650 1.031 1.735
H 2.155 4.179 1.071
H -4.854 1.156 -0.443
C 3.859 -3.117 -0.733
C 1.362 0.690 1.535
C -2.654 -3.056 0.441
C 2.389 -3.336 -0.583
H 3.287 2.770 -0.125
C 1.460 -2.402 -1.030
H 0.912 0.783 2.525
C 2.995 1.776 -0.508
C -5.296 0.176 -0.374
C 1.418 3.886 1.815
C 0.591 -4.720 0.209
H -3.374 3.283 1.135
N 0.782 1.679 0.654
H 1.216 0.737 -1.112
H 1.926 3.426 2.658
H 3.571 -1.110 -0.303
C -2.082 1.338 -1.269
H 5.233 0.437 -1.673
O 4.652 -4.021 -0.932
C -2.937 3.000 0.188
F -1.796 0.053 -1.564
H 2.667 -5.246 0.320
C -2.641 1.659 -0.039
H 3.175 1.707 2.188
C 5.681 0.113 -0.733
H -8.230 -1.369 -1.035
H 3.243 -0.069 2.249
H 0.248 -5.625 0.691
C -4.547 -0.893 0.120
C 1.467 1.681 -0.614
C -6.480 -2.310 -0.249
C 1.940 -4.510 0.012
H -2.928 4.998 -0.561
C 4.978 0.794 0.445
C -0.340 -3.754 -0.177
C -7.207 -1.235 -0.720
C -2.686 3.967 -0.767
H -7.149 0.859 -1.167
H -0.603 -1.893 -1.201
H 1.092 2.505 -1.225
O -1.278 -1.425 1.418
H 1.792 -1.518 -1.555
H -6.919 -3.294 -0.189
H -1.928 4.365 -2.733
C -2.126 3.614 -1.984
H -0.165 3.476 0.423
H 1.099 -0.296 1.136
H 6.110 -1.746 0.281
H 6.730 0.414 -0.738
C -6.603 0.008 -0.791
C -2.327 -1.672 0.850
C -1.752 -3.981 0.079
H -2.097 -5.004 -0.021
N 3.521 0.723 0.347
H 3.426 1.665 -1.506
H -1.392 1.978 -3.176
H -1.943 0.521 1.604
H 0.920 4.786 2.170
H 6.107 -1.884 -1.481
N 4.222 -1.823 -0.622
H 5.282 0.287 1.365
C -5.164 -2.147 0.161
C 2.890 0.782 1.660
C -2.883 0.650 1.052
N -3.258 -0.688 0.621
C 5.604 -1.406 -0.634
H 5.311 1.843 0.520
C 0.111 -2.610 -0.833
H -0.363 2.707 2.001
C 0.366 2.941 1.216
S -4.315 -3.577 0.743
C -1.824 2.289 -2.238
*
```